#A
Density functional theory data (wB97M-V/def2-TZVPD) for C21H26N2O4S in the gas phase.

Each line ends with the Löwdin charge.
Element x y z (Å)
C -8.34 -0.77 1.25  -0.066
H -8.42 0.30 1.08  0.074
H -9.34 -1.19 1.29  0.076
H -7.85 -0.92 2.21  0.082
C -7.53 -1.44 0.14  -0.392
C -6.11 -0.94 0.12  -0.217
C -5.82 0.40 -0.09  -0.018
C -4.52 0.86 -0.11  0.009
C -3.48 -0.03 0.09  -0.217
C -3.74 -1.37 0.31  0.008
C -5.05 -1.82 0.32  -0.023
H -5.24 -2.87 0.48  0.113
H -2.92 -2.05 0.45  0.120
O -2.14 0.34 0.04  0.078
C -1.70 1.50 0.54  -0.422
O -2.38 2.30 1.13  0.129
C -0.25 1.70 0.28  -0.099
C 0.52 0.74 -0.38  0.021
C 1.86 1.00 -0.60  -0.262
C 2.45 2.17 -0.18  -0.044
C 1.69 3.12 0.48  -0.043
C 0.34 2.88 0.71  0.006
H -0.27 3.60 1.22  0.123
H 2.14 4.04 0.81  0.110
H 3.50 2.33 -0.39  0.118
S 2.87 -0.20 -1.46  0.677
O 2.13 -1.42 -1.62  -0.277
O 3.42 0.41 -2.63  -0.276
N 4.13 -0.37 -0.36  -0.246
C 3.75 -1.16 0.80  -0.189
C 4.85 -1.04 1.85  -0.183
N 6.11 -1.50 1.30  -0.230
C 7.16 -1.50 2.30  -0.101
H 6.87 -2.14 3.12  0.084
H 7.37 -0.49 2.69  0.088
H 8.07 -1.89 1.85  0.084
C 6.47 -0.70 0.14  -0.183
C 5.38 -0.84 -0.92  -0.182
H 5.59 -0.22 -1.79  0.118
H 5.30 -1.89 -1.23  0.136
H 7.41 -1.08 -0.26  0.125
H 6.59 0.36 0.40  0.129
H 4.60 -1.66 2.71  0.125
H 4.91 0.02 2.19  0.129
H 2.81 -0.76 1.18  0.122
H 3.61 -2.21 0.52  0.131
H 0.10 -0.19 -0.72  0.125
H -4.32 1.91 -0.28  0.118
H -6.62 1.10 -0.25  0.114
C -8.19 -1.23 -1.22  -0.065
H -8.27 -0.16 -1.45  0.075
H -7.62 -1.71 -2.01  0.082
H -9.20 -1.65 -1.22  0.076
H -7.51 -2.52 0.34  0.130

Values from the calculation:
* E_LUMO: 0.0 eV
* E_HOMO: -0.32837 hartree
* charge: 0

***

#B
Density functional theory data (wB97M-V/def2-TZVPD) for C21H26N2O4S in the gas phase.

Each line ends with the Löwdin charge.
Element x y z (Å)
C -3.65 -4.52 0.02  -0.050
C -2.83 -3.27 -0.08  -0.271
C -3.27 -2.18 -0.82  -0.038
C -2.50 -1.04 -0.92  -0.027
C -1.26 -0.98 -0.29  -0.237
C -0.78 -2.06 0.45  -0.186
C -1.59 -3.19 0.54  0.006
H -1.23 -4.04 1.11  0.121
C 0.54 -2.01 1.14  -0.023
H 0.88 -3.01 1.39  0.084
H 0.44 -1.42 2.05  0.078
H 1.28 -1.51 0.52  0.066
N -0.47 0.20 -0.37  -0.164
S -0.69 1.28 0.88  0.704
O 0.36 2.26 0.78  -0.286
O -0.82 0.55 2.10  -0.249
C -2.26 2.07 0.52  -0.264
C -3.42 1.42 0.89  -0.067
C -4.64 1.97 0.54  -0.061
C -4.69 3.17 -0.16  -0.072
C -3.52 3.82 -0.52  -0.066
C -2.29 3.27 -0.18  -0.063
H -1.36 3.76 -0.42  0.112
H -3.56 4.75 -1.05  0.107
H -5.64 3.60 -0.43  0.106
H -5.56 1.48 0.83  0.109
H -3.35 0.50 1.44  0.118
C -0.20 0.77 -1.68  -0.072
H -0.79 0.27 -2.44  0.134
H -0.43 1.84 -1.67  0.120
C 1.29 0.59 -2.04  -0.474
O 1.65 0.03 -3.06  0.065
N 2.11 1.17 -1.16  0.084
H 1.71 1.55 -0.30  0.091
C 3.54 1.01 -1.20  -0.105
H 4.00 1.92 -0.81  0.130
C 3.99 -0.22 -0.38  -0.320
C 5.49 -0.18 -0.07  -0.122
H 5.85 -1.19 0.12  0.114
C 5.53 0.66 1.22  -0.146
H 5.78 1.69 1.00  0.104
C 4.10 0.55 1.78  -0.180
H 4.06 0.06 2.75  0.121
H 3.63 1.54 1.87  0.118
O 3.36 -0.26 0.88  -0.122
H 6.27 0.27 1.92  0.105
H 6.06 0.26 -0.88  0.114
H 3.68 -1.12 -0.91  0.155
H 3.84 0.87 -2.25  0.131
H -2.86 -0.19 -1.48  0.120
H -4.23 -2.22 -1.31  0.110
H -4.68 -4.34 -0.27  0.074
H -3.24 -5.29 -0.63  0.085
H -3.63 -4.91 1.04  0.079

Values from the calculation:
* E_LUMO: 0.6 eV
* E_HOMO: -0.32121 hartree
* charge: 0

***

Which structure wins on stability? #B wins.